Here is C17H32N4O5 as an isolated structure at a distorted geometry from the Open Molecules 2025 dataset. Energies are from wB97M-V/def2-TZVPD.

```
! wB97M-V def2-TZVPD RIJCOSX def2/J DEFGRID3
* xyz 0 1
C -7.02736 -1.55536 1.39411
C -6.01440 -1.96820 0.15244
C -4.54617 -1.54825 0.42465
C -3.73739 -2.08186 -0.73250
N -2.38047 -1.94385 -0.58668
C -1.82269 -0.79651 -0.92903
O -2.31590 -0.11373 -1.67952
N -0.48194 -0.52881 -0.67557
C 0.15948 0.74232 -0.88406
N 0.54577 1.36250 0.42824
C 1.71303 1.29853 0.88048
O 2.15642 1.42815 1.84150
N 2.45463 0.33785 -0.30984
C 3.74734 0.02972 0.00288
C 3.63141 -1.54964 0.20909
O 2.53953 -2.18556 0.57120
O 4.87837 -2.22027 0.58404
C 4.84836 -3.48081 1.00479
H 4.43912 -3.46210 1.79096
H 4.41196 -4.00905 0.26730
H 5.88924 -3.67444 0.96786
H 4.22005 0.15255 -0.77666
H 4.21328 0.57419 0.85337
C 1.55873 0.58061 -1.23251
C 1.73195 -0.56045 -2.49632
H 2.77599 -0.73558 -2.77789
H 1.64466 -1.81478 -1.65701
H 0.97726 -0.56337 -3.02818
C 1.90063 1.72621 -2.13574
H 3.04825 1.66533 -2.50829
H 1.34600 1.93158 -3.16937
H 1.82713 2.64041 -1.78110
C -0.49594 1.86149 1.37832
C -1.37532 2.85095 0.77833
C -0.53173 4.14578 0.52463
C -1.28638 5.55860 -0.01091
H -1.77568 5.06192 -1.15179
H -0.70302 6.24286 0.02081
H -2.12488 5.69217 0.66925
H -0.13236 4.66020 1.54213
H 0.37049 3.87064 -0.02578
H -2.26636 3.29943 1.76790
H -1.94942 2.61729 -0.08787
H -0.05826 1.97993 2.29920
H -1.28765 1.03437 1.51947
H -0.29863 1.21726 -1.45941
O 0.00268 -1.34752 0.65830
H 0.95146 -1.75225 0.51218
H -1.93901 -2.12137 0.25241
H -4.18459 -1.42352 -1.55717
H -3.87750 -3.07175 -0.95558
H -4.56844 -0.52381 0.57556
H -4.20597 -2.10110 1.26036
H -6.40666 -1.51587 -0.65177
H -6.15476 -3.09815 0.08459
H -8.07196 -1.69534 1.28899
H -7.02655 -0.54842 1.42897
H -6.88022 -2.07733 2.27298
*
```

The HOMO energy comes out at -8.42 eV. Its total energy is -34327.6030 eV. The calculation puts the gap between HOMO and LUMO at 8.715 eV. Its energy above the lowest of the compared OMol25 structures with the same formula, charge and spin is 19.963 eV.